(1)
2 unconnected molecules or ions with the total composition C8H15FNO6S at a distorted geometry. Source: the Open Molecules 2025 dataset; level of theory: wB97M-V/def2-TZVPD.

Computed properties:
HOMO level: -0.91 eV
Energy: -1317.8382 Ha
Total charge: -1

XYZ file:
```
32
Properties=species:S:1:pos:R:3:lowdin_charge:R:1
O -2.076 3.332 4.232 -0.071
H 3.042 -0.859 -2.542 0.112
H 1.855 1.438 -1.296 0.116
H -1.388 -2.791 -1.253 0.101
C -0.717 -2.614 0.785 -0.109
H 2.441 -0.895 -0.391 0.107
H 0.143 1.656 -1.871 0.145
H -0.647 -1.906 1.607 0.073
C -2.540 3.210 3.047 -1.010
F -1.741 0.290 -0.868 0.053
C 0.937 0.953 -1.643 -0.111
H 1.848 2.514 0.677 0.062
C -1.365 -2.025 -0.473 -0.160
H 0.274 -3.048 0.614 0.044
O -0.413 2.700 0.446 -0.290
H 1.555 -1.765 -3.003 0.120
C -0.845 -0.717 -1.099 -0.286
H 1.360 -2.132 -0.870 0.115
H 1.345 -0.159 1.367 0.103
C 0.520 -0.154 -0.660 -0.355
O 0.808 2.117 2.569 -0.308
H -1.340 -3.435 1.143 0.078
H -0.396 0.127 1.277 0.112
H -0.793 -0.846 -2.184 0.148
C 1.954 -0.919 -2.442 -0.206
C 0.562 0.337 0.790 -0.189
O -3.143 4.156 2.465 -0.066
O -2.368 2.082 2.450 -0.093
N 1.614 -1.139 -0.972 0.135
H -2.407 -1.812 -0.227 0.126
S 0.649 2.076 1.154 0.591
O 1.272 0.227 -2.831 -0.088
```


(2)
A molecular structure, C8H15GeO6PtSe at a distorted geometry. Source: the Open Molecules 2025 dataset; level of theory: wB97M-V/def2-TZVPD.

Computed properties:
HOMO level: -4.79 eV
Energy above the lowest of the compared OMol25 structures with the same formula, charge and spin: 24.79 kcal/mol
Energy: -5363.0271 Ha
Total charge: -1

XYZ file:
```
32
Properties=species:S:1:pos:R:3:lowdin_charge:R:1
O -3.179 0.348 2.340 0.078
H 3.439 3.315 0.315 0.011
H 3.720 -0.607 -0.301 0.025
Pt -0.372 -0.741 -0.245 1.093
C 2.508 3.342 3.580 -0.221
C 0.652 -2.353 -1.920 -0.552
O 0.181 -2.925 -0.919 -0.100
H 2.404 2.952 4.594 0.018
Ge 3.983 2.467 2.647 0.717
C -2.010 1.407 0.494 -0.564
H 3.745 1.151 -0.602 0.001
O -1.185 1.034 -0.456 -0.208
Se 1.932 0.532 1.061 0.865
C 4.315 3.392 0.959 -0.235
C 5.617 2.566 3.731 -0.236
H 2.653 4.421 3.636 0.015
H 5.486 2.060 4.688 0.011
H 5.179 2.979 0.435 0.015
H 1.151 -2.927 -2.712 0.128
H 4.506 4.449 1.153 0.015
H 6.456 2.104 3.208 0.010
O 0.592 -1.094 -2.054 -0.209
H 4.209 -0.045 1.997 0.007
H 5.871 3.609 3.928 0.011
O -1.440 -0.695 1.408 -0.221
C -2.293 0.292 1.522 -0.569
H 1.580 3.146 3.041 0.015
O -2.506 2.506 0.574 0.082
H 2.480 0.133 -1.342 -0.003
C 3.420 0.614 2.359 -0.608
H 3.036 0.207 3.295 0.008
C 3.109 0.279 -0.468 -0.399
```


(3)
2 unconnected molecules or ions with the total composition C8H15IS at a distorted geometry. Source: the Open Molecules 2025 dataset; level of theory: wB97M-V/def2-TZVPD.

Computed properties:
HOMO level: -7.71 eV
Energy above the lowest of the compared OMol25 structures with the same formula, charge and spin: 97.65 kcal/mol
Energy: -1009.5153 Ha
Total charge: 0

XYZ file:
```
25
Properties=species:S:1:pos:R:3:lowdin_charge:R:1
H 0.157 -0.253 1.256 0.100
C -1.702 -1.682 -0.822 -0.219
H -1.873 1.142 -0.321 0.110
H -1.610 -2.446 -1.540 0.092
H -2.140 -2.978 0.852 0.136
H -0.417 -2.210 0.843 0.091
H 4.208 0.628 -0.903 -0.001
H 0.253 -0.741 -1.428 0.091
C -1.837 -0.963 1.522 -0.232
C -0.901 0.164 1.245 -0.225
H 4.958 1.808 0.319 0.030
C -0.965 0.635 -0.260 -0.510
H -1.092 -0.142 -2.208 0.070
H -1.016 1.078 1.912 0.133
H 2.303 2.267 1.040 -0.169
C -1.424 -2.126 0.577 -0.191
S 2.452 1.295 0.238 0.698
C -0.053 1.830 -0.454 -0.624
C -0.765 -0.581 -1.221 -0.215
C 4.199 1.575 -0.409 -0.368
H 4.343 2.378 -1.064 0.005
I 0.149 2.405 -2.415 0.810
H -2.792 -0.465 1.501 0.102
H -1.672 -1.298 2.648 0.146
H -2.765 -1.319 -0.908 0.142
```


(4)
C8H15N in the gas phase at a distorted geometry. Source: the Open Molecules 2025 dataset; level of theory: wB97M-V/def2-TZVPD.

Computed properties:
HOMO level: -8.10 eV
Energy above the lowest of the compared OMol25 structures with the same formula, charge and spin: 37.33 kcal/mol
Energy: -368.5133 Ha
Total charge: 0
SMILES: C=C(CN)C(C)=C(C)C

XYZ file:
```
24
Properties=species:S:1:pos:R:3:lowdin_charge:R:1
C -0.483 -0.993 0.205 -0.243
C 0.334 -1.885 -0.924 -0.224
H 1.248 3.255 0.835 0.073
H 0.757 1.278 2.653 0.088
H 1.147 -2.363 -0.375 0.107
H -1.431 -1.046 2.071 0.068
H 0.870 2.888 -0.836 0.077
C 0.555 2.714 0.193 -0.061
H -1.734 1.558 -1.201 0.086
H 1.334 -0.212 1.887 0.065
N -0.509 -2.891 -1.494 -0.016
H -1.255 -2.488 -2.049 0.063
H -0.435 3.164 0.307 0.086
C 0.524 1.247 0.521 -0.289
C -0.821 -1.563 1.346 0.038
H -0.258 1.321 -2.136 0.081
C -0.950 0.840 -1.444 -0.047
H -0.617 -2.607 1.555 0.067
H -1.399 -0.004 -1.961 0.069
H 0.771 -1.284 -1.720 0.106
H -0.925 -3.475 -0.777 0.063
H 2.265 1.284 1.753 0.077
C -0.246 0.396 -0.184 -0.272
C 1.257 0.866 1.773 -0.061
```


Going through the records in order, we get LUMO level values of 0.033 0.093 -0.010 0.033 Ha.
Going through the records in order, we get molar mass values of 272.27 553.85 270.18 125.21 Da.
Going through the records in order, we get Kohn-Sham gap values of 1.81 7.32 7.43 8.99 eV.